Entry 1:
# C7H13ClErI2N2OP

C7H13ClErI2N2OP as an isolated structure at a distorted geometry (ωB97M-V/def2-TZVPD, the OMol25 dataset).

Geometry as ORCA input:
```
! RIJCOSX wB97M-V def2-TZVPD def2/J DEFGRID3
* xyz 2 4
Er 0.542 0.252 1.150
I -1.061 1.682 -1.466
I 1.006 -1.086 -1.995
Cl 0.718 -0.220 3.484
P -1.762 -1.411 0.235
O 1.600 1.911 -3.954
N 2.151 2.970 0.254
N 2.030 1.801 0.935
C -3.347 -0.999 1.062
C 3.430 3.314 0.057
C 4.210 2.305 0.655
C 0.980 1.264 -3.234
C -2.457 -1.669 -1.494
C 3.324 1.350 1.196
C -1.618 -3.195 0.668
H 5.297 2.249 0.662
H -2.627 -3.604 0.699
H 3.498 0.428 1.802
H -3.308 -2.366 -1.444
H 3.707 4.214 -0.480
H -3.170 -0.756 2.107
H -3.990 -1.875 0.999
H 1.294 3.421 -0.030
H -1.011 -3.735 -0.058
H -1.155 -3.304 1.647
H -2.776 -0.705 -1.907
H -1.676 -2.090 -2.139
H -3.829 -0.143 0.590
*
```

Output
- ⟨S²⟩ = 3.75
- energy relative to the best compared isomer or geometry (same formula, charge and spin) (kJ/mol) = 242.92
- frontier orbital gap (alpha / beta) (eV) = 5.130 / 5.130
- lowest unoccupied orbital energy (alpha / beta) (eV) = -11.106 / -11.105
- HOMO (alpha / beta) (eV) = -16.24 / -16.23


Entry 2:
# C7H9Cl3N

A 3-piece molecular cluster, C7H9Cl3N overall (ωB97M-V/def2-TZVPD, the OMol25 dataset).

Geometry as ORCA input:
```
! RIJCOSX wB97M-V def2-TZVPD def2/J DEFGRID3
* xyz -1 1
Cl 17.999 -5.652 16.381
Cl 13.919 -7.969 17.589
Cl 15.023 -6.518 20.378
N 16.937 -9.344 15.027
C 14.279 -9.616 14.285
C 14.896 -8.371 14.259
C 14.950 -5.696 18.779
C 16.352 -10.528 15.001
C 16.212 -8.272 14.691
C 15.019 -10.725 14.660
C 15.113 -6.637 17.633
H 13.983 -5.195 18.768
H 14.301 -7.499 14.020
H 15.012 -6.090 16.699
H 16.740 -7.328 14.819
H 15.743 -4.955 18.749
H 16.114 -7.060 17.623
H 14.551 -11.699 14.725
H 16.975 -11.379 15.267
H 13.221 -9.709 14.070
*
```

Output
- energy relative to the best compared isomer or geometry (same formula, charge and spin) (kJ/mol) = 0.00
- frontier orbital gap (eV) = 7.426
- lowest unoccupied orbital energy (eV) = 3.110
- HOMO (eV) = -4.32


Entry 3:
# C6H10O

One molecule with the formula C6H10O (ωB97M-V/def2-TZVPD, the OMol25 dataset).

Geometry as ORCA input:
```
! RIJCOSX wB97M-V def2-TZVPD def2/J DEFGRID3
* xyz 0 1
O -0.008 -0.770 1.497
C -0.389 -0.253 0.225
C 2.072 0.355 -0.062
C -1.177 2.316 0.350
C -1.553 -1.067 -0.355
C 0.864 -0.364 -0.656
C -0.820 1.166 0.327
H -2.449 -0.952 0.269
H 1.077 -1.435 -0.763
H -1.493 3.337 0.378
H -1.279 -2.127 -0.385
H -1.806 -0.738 -1.369
H -0.800 -1.104 1.930
H 2.957 0.192 -0.684
H 2.280 -0.021 0.943
H 1.893 1.434 0.008
H 0.631 0.029 -1.652
*
```

Output
- energy relative to the best compared isomer or geometry (same formula, charge and spin) (kJ/mol) = 139.42
- SMILES = C#C[C@](C)(O)CC
- frontier orbital gap (eV) = 11.055
- lowest unoccupied orbital energy (eV) = 0.945
- HOMO (eV) = -10.11


Entry 4:
# C35H28BrN2PV

C35H28BrN2PV as an isolated structure (ωB97M-V/def2-TZVPD, the OMol25 dataset).

Geometry as ORCA input:
```
! RIJCOSX wB97M-V def2-TZVPD def2/J DEFGRID3
* xyz 3 1
Br -2.126 0.033 -0.776
V 0.245 0.002 0.139
P -0.096 -2.376 -0.578
N 2.558 -0.308 1.495
N 2.269 -0.152 0.284
C 3.285 -0.018 -0.687
C 5.558 -0.084 -1.388
C -0.584 -0.633 4.261
C -3.730 3.903 -0.844
C 3.813 0.496 -2.967
C -3.666 -5.032 0.402
C 2.286 -4.195 2.123
C -0.236 4.666 0.246
C 5.155 0.278 -2.672
C 1.775 -0.647 3.711
C -1.542 -3.336 -0.150
C 1.203 -3.606 1.497
C 3.500 -4.303 1.451
C 0.941 3.985 0.474
C 4.627 -0.236 -0.377
C -0.140 1.859 -0.001
C 0.748 -0.759 4.644
C 2.554 -3.246 -0.488
C 1.464 -0.426 2.379
C -2.513 -2.957 0.775
C 3.632 -3.836 0.147
C -0.920 -0.387 2.934
C -3.664 2.501 -0.991
C -2.638 4.624 -0.432
C 0.095 -0.307 1.990
C 0.132 -2.339 -2.372
C -2.686 -5.427 -0.501
C -1.623 -4.587 -0.778
C 1.005 2.594 0.352
C -2.477 1.907 -0.682
C -1.409 3.981 -0.143
C -3.574 -3.806 1.047
C -1.336 2.578 -0.266
C 1.335 -3.122 0.188
C 2.868 0.345 -1.968
H -0.716 -1.832 -2.833
H -0.268 5.743 0.353
H -1.956 -0.258 2.650
H -4.661 4.405 -1.069
H -2.435 -2.024 1.317
H 0.170 -3.362 -2.751
H 3.513 0.788 -3.964
H 0.249 -3.544 2.010
H -4.500 -5.689 0.612
H 2.666 -2.908 -1.511
H 0.992 -0.934 5.684
H -4.525 1.944 -1.335
H 2.816 -0.726 3.999
H 1.819 0.540 -2.184
H -4.326 -3.516 1.768
H 6.607 -0.245 -1.180
H 1.055 -1.830 -2.646
H -0.857 -4.919 -1.469
H -2.750 -6.393 -0.984
H 1.971 2.139 0.524
H -2.706 5.700 -0.331
H -1.367 -0.709 5.004
H 5.898 0.393 -3.451
H 2.183 -4.589 3.125
H 1.836 4.527 0.748
H 4.570 -3.956 -0.378
H 4.342 -4.778 1.938
H 4.927 -0.519 0.622
*
```

Output
- energy relative to the best compared isomer or geometry (same formula, charge and spin) (kJ/mol) = 0.00
- frontier orbital gap (alpha / beta) (eV) = 5.712 / 5.713
- lowest unoccupied orbital energy (alpha / beta) (eV) = -11.370 / -11.369
- HOMO (alpha / beta) (eV) = -17.08 / -17.08


Entry 5:
# C8H9NO2S

One molecule with the formula C8H9NO2S at a distorted geometry (ωB97M-V/def2-TZVPD, the OMol25 dataset).

Geometry as ORCA input:
```
! RIJCOSX wB97M-V def2-TZVPD def2/J DEFGRID3
* xyz 0 1
S -2.815 -0.264 -0.527
O -0.587 1.434 0.538
O -3.030 1.169 -0.149
N 3.269 -1.355 0.018
C 1.920 -1.194 -0.010
C 2.121 1.156 -0.013
C 1.314 0.063 -0.142
C 3.480 0.954 0.143
C -0.244 0.299 -0.132
C 4.028 -0.346 -0.007
C -3.083 -1.156 1.117
C -1.110 -0.558 -0.742
H 1.649 2.154 0.026
H 1.377 -2.088 0.067
H 5.138 -0.483 -0.003
H -2.294 -0.837 1.859
H -3.075 -2.302 1.141
H -1.619 1.564 0.508
H -0.750 -1.287 -1.419
H 4.194 1.739 0.413
H -4.094 -0.875 1.329
*
```

Output
- energy relative to the best compared isomer or geometry (same formula, charge and spin) (kJ/mol) = 205.48
- frontier orbital gap (eV) = 9.278
- lowest unoccupied orbital energy (eV) = 0.352
- HOMO (eV) = -8.93


Entry 6:
# C33H73BMgN2O27

C33H73BMgN2O27 as an isolated structure at a distorted geometry (ωB97M-V/def2-TZVPD, the OMol25 dataset).

Geometry as ORCA input:
```
! RIJCOSX wB97M-V def2-TZVPD def2/J DEFGRID3
* xyz 0 1
Mg -12.060 -21.157 10.666
O -8.634 -20.835 14.482
O -4.079 -28.432 17.228
O -7.810 -25.657 12.174
O -3.977 -32.000 13.555
O -10.842 -19.626 10.217
O -8.310 -24.385 14.125
O -11.970 -20.407 12.527
O -12.056 -21.697 8.776
O -11.311 -26.176 18.279
O -9.645 -24.092 12.085
O -8.720 -19.709 16.315
O -6.127 -30.658 14.391
O -13.178 -23.399 8.044
O -7.871 -21.359 11.023
O -10.603 -22.385 11.001
O -7.460 -23.285 12.080
O -12.547 -26.899 15.567
O -7.931 -26.053 15.582
O -13.663 -20.274 10.332
O -13.290 -22.726 11.160
O -2.826 -27.002 19.473
O -11.073 -23.205 7.562
O -4.715 -29.976 12.003
O -8.327 -23.811 7.768
O -9.977 -25.703 7.655
O -7.633 -27.664 13.188
O -5.024 -32.511 11.029
N -8.469 -20.718 15.680
N -12.113 -22.755 8.041
C -11.434 -19.065 12.469
C -2.727 -25.671 19.910
C -13.886 -19.036 9.677
C -3.854 -30.314 10.941
C -14.619 -22.263 11.285
C -5.192 -33.767 10.403
C -9.934 -19.380 9.145
C -7.798 -25.041 8.203
C -4.132 -27.509 19.505
C -4.458 -28.626 12.322
C -8.241 -22.384 11.524
C -5.067 -30.795 15.351
C -7.893 -21.872 16.429
C -14.844 -21.060 10.349
C -9.662 -22.911 11.544
C -7.373 -22.787 7.812
C -11.798 -25.771 15.953
C -13.103 -24.129 11.407
C -12.361 -20.833 13.821
C -11.831 -27.749 14.686
C -7.243 -30.040 14.998
C -2.871 -32.840 13.310
C -10.715 -26.019 16.969
C -4.593 -27.221 16.682
C -11.168 -26.315 8.083
C -7.745 -26.478 13.215
C -7.978 -25.606 14.464
C -4.328 -28.708 18.590
C -10.313 -19.114 11.445
C -4.088 -31.922 14.975
C -8.945 -26.004 8.575
C -11.485 -27.507 18.691
C -4.251 -31.617 10.246
B -8.289 -24.343 12.644
H -3.753 -29.529 10.180
H -9.530 -18.371 9.044
H -8.614 -27.036 8.418
H -12.942 -18.492 9.626
H -15.722 -20.504 10.686
H -2.805 -30.318 11.280
H -9.216 -25.872 9.627
H -6.928 -22.635 8.802
H -4.271 -34.351 10.451
H -3.450 -28.592 12.758
H -1.702 -25.486 20.234
H -12.719 -21.859 13.717
H -9.100 -20.081 9.150
H -12.461 -24.990 16.330
H -14.565 -18.372 10.214
H -11.465 -28.253 17.886
H -4.301 -27.314 15.639
H -5.380 -28.986 18.727
H -9.979 -26.803 16.806
H -5.111 -28.248 13.109
H -10.744 -27.785 19.441
H -12.049 -25.854 7.630
H -11.383 -25.348 15.023
H -13.800 -24.641 10.739
H -14.908 -21.962 12.298
H -5.534 -30.959 16.324
H -7.204 -24.930 9.122
H -13.210 -24.355 12.466
H -11.403 -27.180 13.854
H -15.338 -23.034 10.998
H -7.931 -21.867 7.617
H -9.828 -18.140 11.366
H -2.804 -33.010 12.238
H -14.155 -19.164 8.628
H -4.571 -29.830 15.264
H -4.563 -27.905 11.506
H -11.107 -28.320 15.269
H -6.566 -22.862 7.075
H -8.652 -22.647 16.340
H -7.771 -21.489 17.435
H -4.475 -27.871 20.484
H -12.126 -24.367 10.997
H -11.558 -20.892 14.556
H -6.972 -22.219 15.972
H -4.103 -26.349 17.125
H -9.542 -19.791 11.824
H -4.898 -31.362 9.396
H -11.198 -18.662 13.450
H -1.950 -32.469 13.777
H -4.434 -32.873 15.392
H -3.011 -25.017 19.079
H -11.416 -26.166 9.142
H -3.168 -31.664 15.511
H -12.279 -18.497 12.061
H -7.131 -25.601 7.538
H -3.648 -29.477 18.955
H -5.669 -27.126 16.849
H -15.122 -21.484 9.381
H -12.497 -28.457 14.191
H -6.032 -34.272 10.876
H -6.942 -29.292 15.733
H -11.272 -27.389 7.895
H -10.137 -25.097 17.066
H -10.465 -19.550 8.208
H -4.835 -26.725 19.196
H -3.322 -25.406 20.791
H -3.408 -32.126 9.767
H -5.524 -33.602 9.370
H -13.200 -20.254 14.211
H -2.983 -33.828 13.786
H -8.010 -29.678 14.319
H -7.823 -30.854 15.469
H -12.509 -27.681 19.035
*
```

Output
- frontier orbital gap (eV) = 7.802
- lowest unoccupied orbital energy (eV) = -0.456
- HOMO (eV) = -8.26